Version a
Computed, not measured: a single C9H11N molecule, with ωB97M-V/def2-TZVPD.

Geometry as XYZ:
```
21
Properties=species:S:1:pos:R:3
C -0.964 0.427 1.785
C -0.590 -0.870 2.091
C -0.488 0.635 0.436
C 0.103 -0.621 -0.019
C 0.434 -0.367 -2.372
C 0.743 -0.958 -1.260
C -0.506 1.889 -0.209
C 1.477 -2.300 -1.473
C -0.949 3.061 0.517
N 0.034 -1.458 1.047
H -1.538 1.123 2.426
H -0.971 -1.449 2.948
H 0.907 -0.578 -3.381
H 0.076 2.147 -1.069
H 0.733 -3.094 -1.529
H 2.184 -2.590 -0.672
H 2.093 -2.240 -2.383
H -1.209 3.705 -0.249
H -0.104 3.296 1.132
H -1.764 2.746 1.162
H 0.300 -2.503 1.072
```

highest occupied orbital energy (spin up / spin down)	-7.88 / -6.09	eV
gap between HOMO and LUMO (spin up / spin down)	8.19 / 6.00	eV
spin multiplicity	1


Version b
Computed, not measured: 2 unconnected molecules or ions with the total composition C9H11N, with ωB97M-V/def2-TZVPD.

Geometry as XYZ:
```
21
Properties=species:S:1:pos:R:3
C -0.779 -1.975 0.388
C -1.804 -0.899 0.380
C 0.482 -1.697 -0.121
C -1.502 0.357 0.132
C 3.347 0.393 0.144
C 0.333 0.278 -1.627
C -0.169 0.812 -0.253
C 0.821 -0.387 -0.397
C -2.526 1.401 0.499
N 3.551 0.028 1.282
H -0.955 -3.035 0.456
H -2.841 -0.985 0.585
H 1.253 -2.413 -0.029
H 4.026 0.585 -0.772
H -0.550 -0.198 -1.959
H 0.890 1.015 -2.266
H 0.215 1.712 0.211
H -2.555 2.067 -0.436
H -2.232 1.888 1.346
H -3.454 0.934 0.650
H 4.449 0.119 1.785
```

highest occupied orbital energy (spin up / spin down)	-7.08 / -7.42	eV
gap between HOMO and LUMO (spin up / spin down)	7.52 / 7.75	eV
spin multiplicity	1


Verdict on stability: version a comes out on top.


Version a
Computed, not measured: 2 unconnected molecules or ions with the total composition C7H18, with ωB97M-V/def2-TZVPD.

Geometry as XYZ:
```
25
Properties=species:S:1:pos:R:3
C 1.954 2.446 0.519
C 1.195 1.123 0.561
C 2.081 0.039 -0.184
C 1.107 0.649 2.012
H 2.939 2.327 0.969
H 1.386 3.120 1.164
H 2.300 2.654 -0.504
H 0.188 1.154 0.152
H 3.099 0.112 0.192
H 1.678 -0.961 -0.050
H 2.091 0.394 -1.218
H 0.198 0.841 2.610
H 1.130 -0.444 2.081
H 1.882 1.075 2.650
C -2.699 -0.265 -1.257
C -1.522 -1.189 -0.940
C -2.002 -2.640 -0.791
H -3.455 -0.335 -0.464
H -2.388 0.796 -1.253
H -3.191 -0.231 -2.224
H -0.749 -0.952 -1.673
H -1.119 -0.779 -0.004
H -1.745 -3.063 -1.766
H -1.341 -3.246 -0.166
H -3.017 -2.626 -0.416
```

highest occupied orbital energy	-10.85	eV
SMILES	CC(C)C.CCC
gap between HOMO and LUMO	11.87	eV
spin multiplicity	1


Version b
Computed, not measured: 2 unconnected molecules or ions with the total composition C7H18, with ωB97M-V/def2-TZVPD.

Geometry as XYZ:
```
25
Properties=species:S:1:pos:R:3
C -1.849 -2.737 -0.015
C -0.525 -1.970 -0.004
C 0.662 -2.910 -0.342
C -0.545 -0.793 -0.963
H -1.748 -3.825 0.057
H -2.390 -2.619 -0.958
H -2.500 -2.408 0.798
H -0.300 -1.655 1.012
H 0.432 -3.717 -1.028
H 1.478 -2.323 -0.790
H 1.105 -3.374 0.544
H 0.074 -0.002 -0.550
H -0.254 -1.031 -1.988
H -1.543 -0.364 -1.034
C 1.576 2.003 1.149
C 1.051 3.145 0.276
C -0.443 3.070 -0.063
H 1.347 1.006 0.768
H 1.289 2.143 2.190
H 2.669 2.011 1.114
H 1.242 4.058 0.826
H 1.626 3.171 -0.648
H -0.646 2.313 -0.811
H -1.000 2.762 0.834
H -0.808 4.047 -0.374
```

highest occupied orbital energy	-11.18	eV
SMILES	CC(C)C.CCC
gap between HOMO and LUMO	12.26	eV
spin multiplicity	1


Verdict on stability: version b comes out on top.


Version a
Computed, not measured: 4 unconnected molecules or ions with the total composition C2H11NO5, with ωB97M-V/def2-TZVPD.

Geometry as XYZ:
```
19
Properties=species:S:1:pos:R:3
C -2.332 2.543 -0.797
N -1.685 1.368 -0.054
C -0.351 1.241 0.208
O 0.156 0.411 0.944
O 0.390 1.940 -0.668
H -3.428 2.447 -0.848
H -2.271 3.491 -0.161
H -1.918 2.738 -1.874
H -2.440 0.895 0.666
H 1.333 1.588 -0.680
O 0.251 -2.400 2.941
H 0.745 -1.784 2.410
H -0.590 -1.972 3.049
O 4.405 -3.661 0.329
H 4.584 -2.752 0.168
H 4.479 -3.978 1.208
O -0.291 -0.632 -2.641
H -0.889 -1.431 -2.333
H -0.150 -0.052 -1.868
```

highest occupied orbital energy	-10.45	eV
SMILES	CNC(=O)O.O.O.O
gap between HOMO and LUMO	10.73	eV
spin multiplicity	1


Version b
Computed, not measured: 4 unconnected molecules or ions with the total composition C2H11NO5, with ωB97M-V/def2-TZVPD.

Geometry as XYZ:
```
19
Properties=species:S:1:pos:R:3
O 2.072 -0.258 1.226
C 1.561 -0.552 0.209
N 0.992 0.422 -0.605
C 0.627 1.822 -0.246
O 1.149 2.664 -1.135
H 1.350 -1.542 -0.120
H 0.938 0.285 -1.679
H -0.479 1.991 -0.223
H 1.018 2.066 0.774
H 2.188 2.645 -1.261
O -2.898 -2.435 -3.401
H -3.266 -2.618 -2.594
H -3.183 -1.496 -3.412
O 1.481 1.435 3.603
H 1.385 0.551 3.862
H 1.480 1.307 2.633
O -2.248 -2.158 0.392
H -2.624 -2.576 1.115
H -1.543 -1.556 0.862
```

highest occupied orbital energy	-10.21	eV
SMILES	O=CNCO.O.O.O
gap between HOMO and LUMO	10.46	eV
spin multiplicity	1


Verdict on stability: version a comes out on top.